Entry 1:
Molecular formula: C17H22ClN3O2S
Method: DFT, wB97M-V/def2-TZVPD

Summary:
max |F| = 0.7 eV Å⁻¹
highest occupied orbital energy = -8.33 eV
SMILES = Cc1c(Cl)cccc1NC(=S)N1CCN(C(=O)[C@H]2CCCO2)CC1
LUMO level = 0.4539 eV

```
46
Properties=species:S:1:pos:R:3:forces:R:3:lowdin_charge:R:1
C -4.161 -0.417 -1.872 -0.015 0.094 0.021 -0.055
C -3.930 0.099 -0.485 0.097 -0.017 -0.046 -0.228
C -4.738 1.070 0.095 0.214 -0.059 0.272 -0.604
C -4.507 1.549 1.376 -0.050 0.040 -0.017 -0.113
C -3.453 1.039 2.111 -0.050 0.005 -0.114 -0.069
C -2.638 0.063 1.573 -0.020 -0.130 -0.071 -0.029
C -2.866 -0.403 0.281 -0.312 0.496 0.406 -0.221
N -2.078 -1.411 -0.286 -0.098 0.069 -0.373 0.048
C -0.850 -1.866 0.102 0.184 -0.264 0.034 -0.817
N 0.042 -0.995 0.637 -0.395 -0.142 -0.019 -0.125
C 1.306 -1.494 1.135 0.446 -0.388 0.056 -0.168
H 1.181 -2.534 1.438 0.023 0.185 0.023 0.076
C 2.389 -1.386 0.053 -0.097 -0.211 0.301 -0.125
N 2.490 -0.010 -0.375 -0.269 0.014 -0.205 -0.048
C 3.496 0.871 -0.126 0.121 -0.242 0.142 -0.391
O 3.403 2.040 -0.439 0.216 0.379 0.010 0.088
C 4.774 0.302 0.509 0.059 0.011 0.056 -0.263
C 5.624 -0.402 -0.561 -0.026 0.045 0.171 -0.113
H 5.029 -0.974 -1.270 0.005 -0.076 -0.022 0.115
C 6.333 0.790 -1.207 -0.058 0.119 0.071 -0.140
H 7.321 0.532 -1.581 -0.007 -0.011 -0.052 0.109
C 6.398 1.825 -0.069 0.321 0.310 -0.221 -0.181
H 6.021 2.799 -0.395 0.051 -0.111 0.038 0.117
H 7.411 1.948 0.328 -0.078 -0.001 -0.064 0.119
O 5.594 1.336 0.994 -0.242 -0.175 0.115 -0.084
H 5.736 1.180 -2.031 0.045 -0.002 -0.027 0.112
H 6.344 -1.063 -0.076 -0.067 -0.030 0.012 0.121
H 4.530 -0.324 1.372 -0.004 -0.007 -0.144 0.149
C 1.231 0.495 -0.883 -0.181 0.313 0.031 -0.099
H 1.377 1.538 -1.166 -0.072 -0.153 -0.015 0.126
C 0.142 0.383 0.193 0.056 0.399 -0.378 -0.110
H -0.807 0.731 -0.209 0.103 0.014 0.072 0.118
H 0.412 1.006 1.052 -0.067 0.032 -0.053 0.140
H 0.940 -0.090 -1.763 -0.028 0.037 0.029 0.138
H 3.337 -1.761 0.427 -0.001 -0.007 -0.024 0.118
H 2.087 -1.999 -0.804 0.076 -0.015 0.114 0.120
H 1.588 -0.888 2.001 0.018 0.014 -0.031 0.134
S -0.516 -3.472 -0.138 0.008 -0.546 -0.112 0.670
H -2.588 -2.098 -0.828 0.231 0.046 0.114 0.108
H -1.833 -0.357 2.155 0.075 -0.023 0.048 0.116
H -3.274 1.396 3.112 0.015 0.040 0.102 0.108
H -5.153 2.307 1.789 -0.077 0.070 0.011 0.101
Cl -6.080 1.727 -0.781 -0.179 0.108 -0.060 0.708
H -4.862 0.218 -2.404 0.015 -0.079 -0.062 0.042
H -4.578 -1.425 -1.841 -0.032 -0.098 -0.091 0.094
H -3.226 -0.450 -2.429 0.045 -0.050 -0.050 0.086
```
Forces are in eV/Å.

Entry 2:
Molecular formula: C17H22ClN3O3S
Method: DFT, wB97M-V/def2-TZVPD

Summary:
max |F| = 2.9 eV Å⁻¹
highest occupied orbital energy = -9.44 eV
SMILES = N#CCCCCN([C@@H]1CCCCNC1=O)S(=O)(=O)c1ccc(Cl)cc1
LUMO level = 0.1491 eV

```
47
Properties=species:S:1:pos:R:3:forces:R:3:lowdin_charge:R:1
N -4.368 -0.775 -3.015 1.783 -0.242 -0.406 0.131
O 3.575 0.912 -0.111 -1.366 -0.852 0.194 0.054
O 1.659 -3.045 -0.288 -0.938 2.213 0.555 -0.297
O 2.337 -1.580 1.614 -1.942 0.073 -1.736 -0.301
Cl -4.251 -2.663 3.397 0.580 0.138 -0.319 0.652
C -3.254 -1.008 -3.254 -1.284 0.071 0.353 -0.215
C 2.597 1.378 0.486 2.382 -0.509 -1.627 -0.432
C -2.601 -2.776 1.244 0.698 0.107 0.004 -0.097
C -1.626 -1.909 3.309 -0.168 -0.076 -0.523 -0.084
C -1.366 -2.624 0.617 0.734 0.509 0.924 -0.033
C -0.381 -1.708 2.681 -0.639 -0.281 0.170 -0.055
C -2.715 -2.412 2.571 0.421 0.197 1.284 -0.633
C -0.250 -2.094 1.339 -0.570 0.115 -0.399 -0.246
N 2.874 2.479 1.217 -0.348 1.228 1.358 0.068
N 1.042 -0.434 -0.441 0.788 -1.192 1.857 -0.169
C -1.847 -1.401 -3.491 -0.326 0.162 0.053 -0.190
C 1.526 -0.509 -1.817 -0.197 0.060 -0.890 -0.205
C 1.993 3.649 1.373 -0.099 -0.683 1.187 -0.167
C -0.843 -0.598 -2.680 0.091 -0.582 0.756 -0.223
C 0.540 -1.263 -2.708 -0.052 0.758 -0.516 -0.185
C 0.588 3.273 1.888 -0.030 0.393 -0.745 -0.174
C -0.370 2.860 0.742 -0.198 -0.848 0.040 -0.178
C 0.253 1.878 -0.312 0.428 1.267 0.939 -0.115
C 1.182 0.814 0.345 -1.050 0.112 -0.313 -0.228
S 1.364 -1.865 0.539 1.562 -0.536 0.632 0.774
H -3.459 -3.209 0.759 -0.007 0.020 -0.309 0.109
H -1.743 -1.694 4.372 -0.028 0.020 -0.405 0.109
H -1.276 -2.924 -0.414 0.267 -0.024 -0.142 0.106
H 0.436 -1.277 3.286 -0.331 -0.435 -0.719 0.125
H 3.885 2.676 1.224 -0.894 -0.208 -0.238 0.158
H -1.591 -1.216 -4.525 -0.245 -0.412 -0.508 0.116
H -1.758 -2.472 -3.251 -0.029 0.290 -0.249 0.126
H 2.493 -0.977 -1.852 0.520 -0.109 -0.078 0.113
H 1.633 0.491 -2.271 0.043 -0.134 0.729 0.137
H 2.474 4.387 2.036 -0.086 -0.531 -0.129 0.125
H 1.910 4.097 0.421 -0.248 0.901 -1.184 0.098
H -0.791 0.437 -3.059 -0.032 -0.330 0.276 0.128
H -1.186 -0.613 -1.638 0.082 0.409 -0.142 0.096
H 0.539 -2.308 -2.458 -0.421 -0.513 0.504 0.093
H 0.905 -1.272 -3.740 0.204 0.278 -0.015 0.123
H 0.713 2.482 2.632 -0.208 0.096 0.019 0.110
H 0.115 4.145 2.357 0.304 -0.219 0.187 0.110
H -1.276 2.400 1.186 0.512 -0.068 -0.100 0.114
H -0.789 3.735 0.229 0.456 0.000 -0.003 0.109
H -0.552 1.441 -0.886 -0.032 -0.380 -0.016 0.093
H 0.864 2.465 -1.012 -0.161 -0.070 -0.007 0.119
H 0.799 0.627 1.360 0.073 -0.183 -0.303 0.135
```
Forces are in eV/Å.

Entry 3:
Molecular formula: C17H22ClNSSn
Method: DFT, wB97M-V/def2-TZVPD

Summary:
max |F| = 3.3 eV Å⁻¹
highest occupied orbital energy = -15.61 eV
net charge = +2
LUMO level = -10.6416 eV

```
43
Properties=species:S:1:pos:R:3:forces:R:3:lowdin_charge:R:1
C 0.219 0.799 -5.458 0.153 0.631 -3.286 -1.038
C 1.576 1.361 -5.869 0.213 0.042 -0.093 -0.113
C -0.002 -0.509 -6.206 -0.037 -0.225 0.095 -0.111
C -0.858 1.786 -5.896 -0.181 0.120 -0.080 -0.112
Cl 0.162 0.549 -3.754 -0.091 -0.325 2.327 0.654
H 0.040 -0.338 -7.289 0.003 0.050 0.301 0.102
H -0.974 -0.930 -5.966 -0.148 -0.095 0.008 0.080
H 0.764 -1.234 -5.948 0.111 -0.144 0.014 0.080
H 1.592 1.504 -6.957 -0.074 -0.065 0.243 0.101
H 2.384 0.678 -5.619 0.070 -0.059 0.087 0.081
H 1.772 2.328 -5.415 0.004 0.089 0.140 0.079
H -0.800 1.924 -6.983 0.050 -0.091 0.246 0.101
H -0.727 2.763 -5.441 0.026 0.096 0.145 0.079
H -1.855 1.418 -5.670 -0.103 -0.041 0.092 0.081
C 1.858 -1.007 1.796 0.034 0.132 -0.233 -0.123
C 1.157 -2.079 1.126 -0.553 0.728 1.820 -0.173
C 1.544 -2.026 -0.280 -0.231 1.157 -1.738 -0.117
H 0.538 -2.838 1.603 0.411 0.013 -0.155 0.141
C 2.367 -0.871 -0.446 1.002 0.043 0.279 -0.123
C 2.564 -0.273 0.828 0.406 -0.855 -0.209 -0.134
H 3.185 0.588 1.047 -0.137 -0.118 -0.184 0.131
H 1.839 -0.811 2.865 -0.100 -0.100 -0.225 0.137
H 1.281 -2.781 -1.023 0.168 0.277 0.176 0.146
H 2.873 -0.560 -1.369 -0.534 -0.201 0.413 0.140
C -2.079 0.918 1.289 0.226 -0.768 -0.235 -0.132
C -2.074 -0.412 1.801 0.109 -0.561 -0.525 -0.144
C -2.306 -1.316 0.688 -0.328 -0.101 1.065 -0.207
H -1.903 -0.696 2.838 -0.109 0.022 -0.301 0.138
C -2.497 -0.521 -0.487 0.145 -0.085 -0.262 -0.139
C -2.355 0.863 -0.113 0.513 0.012 0.003 -0.094
H -2.500 1.737 -0.748 0.179 -0.416 0.054 0.141
H -1.930 1.802 1.875 -0.029 0.287 0.079 0.119
H -2.371 -2.405 0.768 -0.121 0.487 -0.128 0.140
H -2.811 -0.899 -1.463 0.278 0.195 0.311 0.142
Sn -0.181 -0.461 0.263 -1.139 1.323 -0.578 1.592
S 1.360 4.054 1.829 -0.028 0.213 -1.344 1.119
C 1.397 4.402 0.109 -0.414 -1.565 0.543 -0.296
C 1.015 3.299 -0.617 0.094 0.166 0.454 -0.175
N 0.678 2.222 0.197 -0.029 -1.258 1.122 -0.058
C 0.831 2.482 1.497 0.107 0.272 -0.623 -0.528
H 1.685 5.345 -0.292 0.152 0.545 -0.019 0.081
H 0.963 3.241 -1.717 -0.050 -0.130 0.850 0.127
H 0.674 1.779 2.327 -0.016 0.306 -0.650 0.083
```
Forces are in eV/Å.

Entry 4:
Molecular formula: C17H22N2O2
Method: DFT, wB97M-V/def2-TZVPD

Summary:
max |F| = 0.8 eV Å⁻¹
highest occupied orbital energy = -8.21 eV
SMILES = C=CCc1cc(C)ccc1OCCOCCn1ccnc1
LUMO level = 0.7720 eV

```
43
Properties=species:S:1:pos:R:3:forces:R:3:lowdin_charge:R:1
C -0.509 -1.807 -2.088 -0.221 -0.109 -0.045 0.005
C 0.546 -1.951 -1.310 0.108 -0.134 -0.065 -0.173
C 1.947 -1.592 -1.708 -0.063 0.100 0.050 -0.142
C 2.535 -0.617 -0.723 -0.106 0.078 -0.153 -0.151
C 3.571 -0.972 0.121 -0.062 0.222 0.024 0.005
C 4.093 -0.087 1.058 0.030 0.078 0.041 -0.282
C 3.542 1.181 1.137 0.057 -0.161 -0.003 -0.043
C 2.504 1.562 0.303 -0.266 0.100 -0.215 -0.012
C 1.994 0.672 -0.630 0.155 -0.086 0.078 -0.223
O 1.001 0.972 -1.531 0.486 -0.202 0.028 -0.052
C 0.040 1.937 -1.187 -0.513 0.229 0.269 -0.156
C -0.785 1.497 0.036 0.417 -0.199 -0.126 -0.180
O -1.949 2.277 0.200 -0.138 0.164 0.063 -0.131
C -3.080 1.868 -0.535 -0.311 -0.021 0.191 -0.187
C -4.070 1.079 0.345 0.307 0.651 -0.400 -0.107
N -3.569 -0.221 0.690 0.020 -0.267 0.182 -0.095
C -2.823 -0.553 1.771 0.005 0.118 0.114 -0.188
N -2.461 -1.805 1.755 0.357 -0.154 0.481 0.062
C -2.985 -2.324 0.614 -0.149 0.069 -0.246 -0.172
C -3.672 -1.358 -0.064 -0.045 -0.254 -0.155 -0.090
H -4.220 -1.381 -0.984 -0.119 0.014 -0.182 0.114
H -2.837 -3.354 0.358 -0.032 -0.202 -0.140 0.095
H -2.573 0.151 2.539 0.005 0.261 0.142 0.129
H -5.017 0.968 -0.191 0.041 0.008 0.113 0.129
H -4.240 1.644 1.265 -0.060 -0.053 -0.106 0.133
H -3.578 2.778 -0.886 0.006 -0.117 -0.045 0.127
H -2.793 1.263 -1.402 -0.025 0.015 -0.008 0.125
H -0.201 1.629 0.950 -0.056 -0.105 -0.089 0.129
H -1.015 0.430 -0.074 0.007 0.060 0.017 0.117
H 0.483 2.926 -1.015 -0.028 -0.065 -0.061 0.125
H -0.610 2.006 -2.065 0.042 0.061 0.120 0.131
H 2.102 2.560 0.388 -0.069 0.101 -0.019 0.111
H 3.925 1.890 1.857 0.053 0.064 0.071 0.110
C 5.206 -0.515 1.966 -0.062 -0.041 0.005 -0.055
H 5.996 -1.006 1.400 0.102 -0.025 0.025 0.078
H 5.628 0.338 2.491 0.074 0.020 0.059 0.072
H 4.836 -1.225 2.706 0.061 -0.042 0.090 0.082
H 3.984 -1.969 0.052 0.037 -0.136 -0.049 0.121
H 1.938 -1.148 -2.705 0.018 -0.097 -0.054 0.121
H 2.560 -2.497 -1.728 0.047 0.059 -0.041 0.117
H 0.436 -2.339 -0.305 -0.100 -0.071 0.139 0.111
H -1.499 -2.078 -1.759 -0.115 -0.053 0.110 0.028
H -0.424 -1.412 -3.087 0.101 0.122 -0.211 0.063
```
Forces are in eV/Å.

Entry 5:
Molecular formula: C17H22N2O2Tb
Method: DFT, wB97M-V/def2-TZVPD

Summary:
max |F| = 2.5 eV Å⁻¹
highest occupied orbital energy (alpha / beta) = -11.37 / -11.39 eV
2S+1 = 7
net charge = +1
LUMO level (alpha / beta) = -3.8553 / -3.7840 eV

```
44
Properties=species:S:1:pos:R:3:forces:R:3:mulliken_spin:R:1
Tb -0.010 -0.220 -1.213 -0.154 2.376 0.741 6.028
C 2.593 -3.834 -1.287 0.024 0.422 -0.013 -0.003
C 1.303 -3.063 -1.318 0.193 -0.701 -0.025 0.009
O 1.393 -1.803 -1.374 0.762 -0.942 -0.249 0.008
C 0.055 -3.773 -1.294 -0.620 0.525 0.003 0.002
C 0.042 -5.193 -1.274 -0.115 0.079 -0.021 0.001
C -1.123 -5.907 -1.276 0.194 -0.148 0.007 -0.001
C -2.354 -5.241 -1.277 0.202 0.052 0.004 0.000
C -2.393 -3.875 -1.288 0.136 0.614 -0.036 -0.001
C -1.215 -3.085 -1.314 0.020 -1.608 0.004 0.007
O -1.328 -1.795 -1.361 -0.628 0.005 -0.250 0.003
H 3.429 -3.138 -1.282 -0.061 -0.028 -0.004 0.000
H 2.664 -4.469 -2.167 0.025 -0.099 -0.044 0.000
H 2.640 -4.463 -0.401 0.004 -0.092 0.036 0.000
H 0.976 -5.728 -1.270 0.111 -0.059 0.001 0.000
H -1.099 -6.984 -1.281 0.052 -0.117 0.023 0.000
H -3.274 -5.810 -1.274 -0.023 0.022 0.006 0.000
H -3.333 -3.344 -1.294 -0.073 0.056 -0.015 0.000
C -1.242 -0.308 4.312 -0.673 0.010 0.117 0.000
N 0.039 -0.312 3.621 0.001 0.008 0.641 -0.001
C 1.317 -0.252 4.315 0.660 0.046 0.119 0.000
C 0.043 -0.337 2.342 0.030 -0.056 -1.430 -0.004
N 0.056 -0.372 1.180 -0.004 0.009 0.271 0.002
H -1.063 -0.316 5.384 0.028 -0.004 -0.040 0.000
H -1.823 -1.190 4.039 0.046 0.015 0.089 0.000
H -1.819 0.581 4.051 0.066 -0.012 0.089 0.000
H 1.137 -0.268 5.386 -0.032 -0.004 -0.035 0.000
H 1.856 0.660 4.055 -0.063 -0.011 0.087 0.000
H 1.935 -1.110 4.045 -0.046 0.013 0.089 0.000
C -1.387 5.300 -1.544 0.072 0.002 -0.002 -0.001
C 0.042 4.801 -1.290 -0.015 0.163 0.035 0.001
C 0.985 5.304 -2.391 -0.047 0.004 0.039 -0.001
C 0.530 5.284 0.082 -0.021 -0.026 -0.076 -0.001
C 0.032 3.340 -1.341 0.023 0.377 0.024 -0.093
C 0.012 2.131 -1.457 -0.068 -1.086 -0.137 0.045
H -1.409 6.388 -1.546 0.014 0.121 0.008 0.000
H -2.062 4.941 -0.770 -0.056 -0.022 0.055 0.000
H -1.748 4.944 -2.505 -0.049 -0.015 -0.086 0.000
H 1.001 6.392 -2.406 -0.012 0.124 0.021 0.000
H 0.654 4.948 -3.363 -0.011 -0.012 -0.099 0.000
H 1.997 4.945 -2.219 0.087 -0.019 0.000 0.000
H 0.539 6.372 0.106 -0.004 0.087 -0.004 0.000
H 1.538 4.929 0.283 0.082 -0.037 0.008 0.000
H -0.126 4.930 0.875 -0.056 -0.035 0.051 0.000
```
Forces are in eV/Å.